{"formula": "CH3N2O", "method": "ωB97M-V/def2-TZVPD", "smiles": "C=[N+]=NO", "charge": 1, "orbital_gap_ev": 11.58, "relative_energy_kcal_mol": 87.4, "total_energy_ha": -224.207277, "symbols": ["O", "N", "N", "C", "H", "H", "H"], "positions_angstrom": [[-0.0672, -1.6926, 0.1709], [-1.2715, -0.0539, -0.1234], [-1.3006, -1.2142, 0.1764], [-0.8104, 1.0406, -0.1619], [-0.7845, 1.7185, 0.8538], [0.0982, -2.6652, 0.1305], [-0.6937, 1.4770, -1.1685]], "atomic_forces_ev_per_a": [[1.60, 0.72, 0.04], [-0.66, -4.92, 1.04], [-0.76, -2.09, -0.60], [0.86, 7.43, 1.14], [0.43, -1.75, -2.50], [-1.55, 0.35, 0.33], [0.08, 0.26, 0.55]], "lowdin_charge": [0.10, 0.06, 0.12, 0.17, 0.22, 0.18, 0.15]}